# 1
Here is a structure of composition C35H88CoF8N2O19S4 at a distorted geometry from the Open Molecules 2025 dataset. Energies are from ωB97M-V/def2-TZVPD.

Results
maximum force	9.38	eV Å⁻¹
E	-182296.7016	eV
<S²>	6.012
HOMO level (alpha / beta)	-11.234 / -11.234	eV

Structure (ORCA input):
```
! wB97M-V def2-TZVPD RIJCOSX def2/J DEFGRID3
* xyz 1 5
Co 8.1875 26.8804 -18.5479
N 8.0216 26.8807 -20.4660
S 7.1405 26.1206 -21.5919
O 7.7678 24.9639 -22.1905
O 6.1635 26.8575 -22.3907
F 6.1784 25.3798 -20.5085
S 8.9779 27.6141 -21.7475
O 8.3618 28.7835 -22.3746
O 9.8320 26.7194 -22.5390
F 10.0263 28.2565 -20.6744
C 7.0538 28.3025 -14.6032
F 6.5090 29.3286 -15.2684
F 7.3018 28.6625 -13.3137
F 6.1748 27.3481 -14.6651
S 8.7638 27.7491 -15.4115
O 9.8574 28.4563 -14.6833
O 8.7960 26.3030 -15.3496
N 8.6705 28.1671 -17.1314
S 9.0212 29.6716 -17.1350
O 8.5106 30.2154 -18.4066
O 8.7012 30.5277 -15.9509
C 10.9566 29.8467 -17.4029
F 11.1815 31.0942 -17.8998
F 11.5425 29.7584 -16.2273
F 11.4189 28.9160 -18.2663
C 6.3772 31.2097 -20.7565
C 5.6406 30.8850 -22.0955
C 4.6705 31.9591 -22.5850
O 6.6255 30.7853 -23.1314
H 5.7994 31.4011 -19.8523
H 7.1789 31.9198 -20.9592
H 7.0069 30.3444 -20.5495
H 5.1594 29.9126 -21.9907
H 5.0097 32.9928 -22.6524
H 3.8871 32.0142 -21.8291
H 4.2200 31.7202 -23.5484
H 7.1368 30.0005 -22.9210
C 9.1856 31.4772 -12.6186
C 8.1375 32.6092 -12.7087
C 6.8717 32.1392 -13.4190
O 7.6939 32.9307 -11.4895
H 9.7566 31.3096 -13.5318
H 8.5819 30.5877 -12.4380
H 9.8240 31.6712 -11.7567
H 8.5782 33.4866 -13.1821
H 6.1509 32.9423 -13.5719
H 6.3761 31.3211 -12.8963
H 7.2752 31.7585 -14.3572
H 7.0200 33.6123 -11.5433
C 3.5250 25.8849 -15.2919
C 4.4300 24.7891 -15.8566
C 3.8604 23.3765 -15.6472
O 4.5286 24.9315 -17.2452
H 3.4494 25.7512 -14.2128
H 2.5122 25.7958 -15.6849
H 3.9421 26.8720 -15.4912
H 5.4129 24.9315 -15.4074
H 3.5807 23.1250 -14.6242
H 4.6103 22.6368 -15.9274
H 3.0439 23.0945 -16.3120
H 3.6898 24.8228 -17.6993
C 14.2537 32.9965 -17.2775
C 15.7409 32.5996 -17.4848
C 15.9918 32.0168 -18.8735
O 16.5404 33.7095 -17.1973
H 14.1453 33.3064 -16.2381
H 13.6192 32.1221 -17.4224
H 13.9828 33.7584 -18.0084
H 15.8718 31.8212 -16.7330
H 15.4472 31.0734 -18.9131
H 17.0426 31.7928 -19.0574
H 15.4822 32.5045 -19.7045
H 17.4202 33.4865 -17.5102
C 7.8650 23.1707 -16.3839
C 7.8908 23.6239 -17.8283
C 7.1046 22.7139 -18.8274
O 7.3622 24.9094 -17.9112
H 8.3466 22.2001 -16.2648
H 6.9336 23.0212 -15.8377
H 8.5196 23.8768 -15.8730
H 8.9102 23.5945 -18.2132
H 7.0287 21.6660 -18.5372
H 7.6024 22.7226 -19.7971
H 6.0938 23.0755 -19.0162
H 6.4301 24.7826 -17.7197
C 1.7376 30.5080 -12.7125
C 2.6248 29.2543 -12.8935
C 4.0386 29.3661 -12.3001
O 2.0522 28.2172 -12.1355
H 0.8058 30.2593 -13.2204
H 2.1306 31.3369 -13.3012
H 1.6458 30.7815 -11.6614
H 2.7866 28.9154 -13.9167
H 4.7353 29.6645 -13.0835
H 4.3847 28.4215 -11.8806
H 3.9964 30.1616 -11.5562
H 1.2764 27.9001 -12.6035
C 5.8656 24.6848 -12.3701
C 7.3274 24.3349 -12.6047
C 8.3382 25.0909 -11.7011
O 7.5495 23.0000 -12.3401
H 5.1324 24.1259 -12.9516
H 5.6854 25.7535 -12.4862
H 5.5785 24.4610 -11.3427
H 7.6299 24.5400 -13.6316
H 9.3795 24.9178 -11.9729
H 8.3418 24.8587 -10.6361
H 8.2260 26.1576 -11.8950
H 8.4715 22.7413 -12.4072
C 9.9818 33.5915 -16.0069
C 9.4921 34.2345 -17.3474
C 8.5391 33.2726 -18.1958
O 8.8150 35.4188 -17.1156
H 9.1539 33.2499 -15.3857
H 10.4575 34.3465 -15.3810
H 10.7113 32.7899 -16.1232
H 10.3614 34.5051 -17.9467
H 9.1878 32.5406 -18.6771
H 7.9957 33.8222 -18.9644
H 7.7808 32.7987 -17.5726
H 9.4934 36.0844 -16.9800
C 11.1986 27.4474 -11.4954
C 12.3722 27.3536 -12.4854
C 12.3965 26.0700 -13.2993
O 12.4366 28.4303 -13.4248
H 10.2039 27.5609 -11.9265
H 11.3085 28.2161 -10.7305
H 11.1045 26.5408 -10.8977
H 13.3191 27.3727 -11.9458
H 12.6793 25.2152 -12.6849
H 13.1437 26.1527 -14.0887
H 11.4367 25.8923 -13.7843
H 11.5844 28.6313 -13.8184
C 4.1133 27.7318 -19.3041
C 5.3797 28.3937 -18.8249
C 5.0143 29.4669 -17.7673
O 6.0918 27.3611 -18.1741
H 3.4482 28.4732 -19.7469
H 3.5502 27.2054 -18.5335
H 4.2583 27.0314 -20.1267
H 5.9980 28.7882 -19.6312
H 4.4497 29.1199 -16.9020
H 4.2988 30.1734 -18.1882
H 5.8848 30.0265 -17.4249
H 5.4135 26.7615 -17.8549
C 11.3435 24.7483 -17.0802
C 11.2762 25.9908 -17.9048
C 12.3201 26.1784 -19.0527
O 10.0707 25.9596 -18.5351
H 12.3780 24.7253 -16.7374
H 11.2193 23.8061 -17.6140
H 10.6379 24.8112 -16.2517
H 11.2359 26.7838 -17.1581
H 12.3405 25.2234 -19.5778
H 13.3581 26.2664 -18.7318
H 12.1090 26.9957 -19.7423
H 10.1571 25.1820 -19.0912
*
```

---

# 2
Here is a structure of composition C23H25AlN7O at a distorted geometry from the Open Molecules 2025 dataset. Energies are from ωB97M-V/def2-TZVPD.

Results
maximum force	2.80	eV Å⁻¹
E	-43313.1211	eV
HOMO level	-17.536	eV

Structure (ORCA input):
```
! wB97M-V def2-TZVPD RIJCOSX def2/J DEFGRID3
* xyz 3 1
Al 0.4786 0.3151 0.1495
C 2.8320 -0.5016 -1.4667
N 2.2526 0.7504 -0.9120
C 1.9211 1.6642 -2.0270
C 0.6444 1.1612 -2.6303
C 0.2048 1.3816 -3.9206
C -0.9113 0.7122 -4.4218
C -1.6554 -0.0844 -3.5413
C -1.1828 -0.3176 -2.2487
N -0.1324 0.3962 -1.7626
C 3.1928 1.4274 0.0627
C 2.4525 1.9654 1.2668
C 3.1069 2.7983 2.1864
C 2.3837 3.2597 3.3444
C 1.1015 2.7485 3.5757
C 0.4431 2.0505 2.5466
N 1.1531 1.5927 1.4533
C 2.3390 -1.6775 -0.7153
C 2.7651 -2.9700 -0.9018
C 2.2903 -3.9562 -0.0488
C 1.3582 -3.5986 0.9864
C 1.0026 -2.2888 1.1497
N 1.4586 -1.3519 0.2909
H 3.9237 -0.5430 -1.3618
H 2.6696 -0.6597 -2.5590
H 2.7845 1.7089 -2.7102
H 1.7328 2.6770 -1.6189
H 0.7436 2.1086 -4.5305
H -1.1483 0.7705 -5.4656
H -2.6938 -0.3650 -3.8186
H -1.5589 -1.0806 -1.5496
H 3.7123 2.2735 -0.3693
H 3.9563 0.7098 0.4938
H 4.1523 3.0698 1.9511
H 2.8340 3.9816 4.0765
H 0.5261 2.9987 4.4995
H -0.6006 1.7812 2.5766
H 3.4331 -3.2280 -1.6822
H 2.5472 -4.9946 -0.1866
H 1.0236 -4.3344 1.6701
H 0.3422 -1.9263 1.9467
C -3.5340 1.8412 0.6944
N -3.5158 0.3926 0.9364
C -4.6873 -0.2364 1.1918
C -4.7257 -1.5830 1.2684
C -3.4455 -2.3030 1.1325
N -2.2920 -1.6348 0.8758
C -2.2953 -0.3105 0.9169
O -1.1852 0.3523 0.7596
N -3.4423 -3.6031 1.2784
H -4.3828 2.1201 0.0827
H -2.5765 2.1829 0.2317
H -3.6643 2.2955 1.6786
H -5.5623 0.4546 1.2156
H -5.6812 -2.0757 1.4886
H -4.2798 -4.1887 1.3689
H -2.6088 -4.1285 1.1023
*
```

---

# 3
Here is a structure of composition C27H43ClN6O3RuS2Si at a distorted geometry from the Open Molecules 2025 dataset. Energies are from ωB97M-V/def2-TZVPD.

Results
maximum force	1.98	eV Å⁻¹
E	-88428.2035	eV
<S²>	0.813
HOMO level (alpha / beta)	-8.685 / -8.649	eV

Structure (ORCA input):
```
! wB97M-V def2-TZVPD RIJCOSX def2/J DEFGRID3
* xyz 1 2
Ru -0.6833 0.0414 -0.0162
C 3.5731 0.7693 -0.6688
C 2.0843 0.6794 -0.7148
N 1.4195 -0.2507 -0.1343
N 2.0778 -0.9861 0.8505
C 1.6846 -0.7585 2.1151
N 2.1756 -1.5587 3.0722
S 0.6091 0.4972 2.4496
C 1.2501 1.6706 -1.3996
C 1.8009 2.6075 -2.2527
C 0.9536 3.5841 -2.8639
C -0.3486 3.5225 -2.5949
C -0.9707 2.3896 -1.8964
N -0.0518 1.6434 -1.0739
H 3.9500 0.3791 0.2726
H 3.9090 1.7971 -0.7707
H 4.0051 0.1847 -1.4847
H 2.6644 -1.7608 0.5892
H 2.9287 -2.2044 2.8955
H 1.9587 -1.3259 4.0256
H 2.8539 2.5774 -2.4891
H 1.3673 4.3417 -3.5197
H -1.2290 3.8687 -4.3336
H -1.8865 2.6616 -1.3664
C -0.5357 6.5444 -3.5225
C -1.7205 5.6550 -3.2182
C -2.1691 5.7544 -1.7779
C -2.8588 5.8510 -4.1955
O -1.3297 4.1915 -3.4069
Si -1.6550 1.1556 -3.2752
S -0.9484 -0.6862 -2.6816
O -3.2437 1.5559 -3.1276
C -4.5062 1.1405 -3.6788
C -5.5612 1.9324 -2.9234
C -4.6932 -0.3556 -3.4671
C -4.5491 1.4854 -5.1620
O -1.1391 1.8619 -4.6939
C -0.4226 1.3931 -5.8627
C 1.0484 1.2232 -5.5111
C -0.6091 2.4709 -6.9157
C -1.0041 0.0673 -6.3371
H -0.8582 7.5836 -3.4604
H -0.1544 6.3694 -4.5315
H 0.2672 6.3951 -2.7998
H -2.4536 6.7836 -1.5594
H -1.3608 5.4703 -1.1002
H -3.0259 5.1042 -1.5936
H -3.2644 6.8548 -4.0761
H -3.6562 5.1300 -4.0062
H -2.5183 5.7454 -5.2298
H -5.4747 1.7504 -1.8500
H -6.5622 1.6388 -3.2464
H -5.4356 3.0024 -3.1076
H -4.6454 -0.6000 -2.4035
H -3.9095 -0.9168 -3.9814
H -5.6650 -0.6726 -3.8522
H -4.3596 2.5527 -5.3071
H -5.5284 1.2444 -5.5797
H -3.7891 0.9221 -5.7030
H 1.4695 2.1634 -5.1475
H 1.6118 0.9053 -6.3907
H 1.1563 0.4680 -4.7277
H -0.1608 3.4163 -6.5864
H -1.6719 2.6263 -7.1152
H -0.1245 2.1815 -7.8495
H -0.9083 -0.6848 -5.5494
H -0.4727 -0.2844 -7.2231
H -2.0587 0.1769 -6.5905
Cl -2.5884 1.6652 1.1283
C -2.7404 0.3717 -0.1097
H -3.1748 0.8185 -0.9944
H -3.4033 -0.3904 0.2959
N -3.7192 -6.1475 2.7249
C -3.1652 -5.2191 2.3383
C -2.4800 -4.0448 1.8579
C -1.7965 -4.0591 0.6527
C -1.1835 -2.9003 0.2219
N -1.2166 -1.7533 0.9140
C -1.8686 -1.7500 2.0850
C -2.5115 -2.8640 2.5886
H -1.7517 -4.9582 0.0538
H -0.6450 -2.8680 -0.7152
H -1.8633 -0.8223 2.6365
H -3.0252 -2.8151 3.5383
*
```

---

Q: What is the formula in the second record?
A: C23H25AlN7O

---

Q: The highest E belongs to which entry?
A: C23H25AlN7O